Entry from the OMol25 dataset: a structure of composition C28H44BrCl16F4NO6 (ωB97M-V/def2-TZVPD).

Values from the calculation:
Net charge   0
HOMO   -0.3635 Ha
Spin multiplicity   1
DFT total energy   -11935.95639 a.u.

Geometry (Å):
Br 0.17 1.15 1.56
Cl -4.57 -5.90 -3.46
Cl 0.51 -1.87 -1.85
Cl -1.46 -2.22 0.30
Cl -1.25 -6.05 -2.72
Cl -3.02 -0.07 6.77
Cl -3.30 -8.34 4.63
Cl -3.48 -5.04 3.78
Cl -4.14 -4.33 0.34
Cl 0.34 0.26 -8.15
Cl 3.89 -1.44 -2.13
Cl -2.73 -1.62 3.74
Cl 5.62 2.59 2.27
Cl -4.41 2.57 4.80
Cl 2.92 0.49 2.27
Cl -2.41 3.69 2.27
Cl -0.01 2.04 -5.25
F 2.77 1.73 -0.34
F 1.07 1.16 -1.74
F 4.50 2.31 -2.44
F 2.73 2.12 -4.04
O 1.57 3.10 2.97
O 2.54 4.45 -2.30
O 1.60 5.82 -0.80
O 2.78 6.73 1.89
O 4.80 6.63 0.85
O 3.00 6.83 -2.51
N -1.82 4.59 -1.39
C 0.89 2.95 1.91
C -1.13 3.52 -1.78
C -1.87 2.12 -1.57
C 4.64 0.03 2.13
C 3.20 4.63 0.50
C 1.12 2.38 -6.59
C -4.73 -7.28 4.73
C -1.52 -3.85 1.01
C -1.98 3.56 4.00
C -2.65 2.37 4.66
C 3.50 6.06 1.13
C 3.18 1.80 -2.73
C -2.42 -4.78 0.22
C -2.16 -2.22 5.32
C 1.58 3.64 -1.53
C 2.98 -2.94 -2.40
C 0.53 2.02 -7.94
C -4.77 -6.26 3.62
C 2.45 5.86 -1.97
C -3.30 -6.74 -4.39
C -2.23 -7.32 -3.50
C 2.12 2.14 -1.57
C 0.29 3.78 -2.45
C 1.61 -2.69 -3.00
C 5.54 0.94 2.94
C 0.67 4.27 1.02
C 1.72 4.49 -0.16
C -3.07 -1.82 6.46
H -2.12 -3.31 5.24
H -1.14 -1.86 5.47
H 6.56 0.55 2.93
H 1.20 2.36 -8.73
H -0.50 -4.24 1.02
H 4.91 0.04 1.07
H -2.76 -2.32 7.38
H -2.89 -6.02 -5.11
H 1.14 -3.63 -3.27
H -1.54 -7.92 -4.09
H -1.44 1.46 -0.75
H 5.08 6.26 -0.02
H -2.98 2.26 -1.33
H -4.67 -6.73 2.64
H -2.26 2.25 5.68
H -0.44 2.49 -8.09
H -5.61 -7.93 4.67
H -2.14 -4.80 -0.84
H 0.20 4.79 -3.01
H 3.57 -3.55 -3.08
H -1.29 5.45 -1.60
H -2.33 -5.80 0.61
H -0.43 4.29 0.72
H 4.72 -0.99 2.50
H -4.73 -6.80 5.72
H -1.82 1.51 -2.55
H 4.04 4.41 -0.26
H -3.80 -7.54 -4.95
H 0.80 5.16 1.75
H 3.38 3.85 1.34
H 2.91 -3.47 -1.45
H -5.72 -5.72 3.64
H -1.85 -3.76 2.05
H -2.26 4.50 4.49
H 5.22 1.01 3.98
H -4.11 -2.10 6.26
H -2.65 -7.95 -2.72
H -0.90 3.45 4.05
H 1.67 -2.07 -3.90
H 3.30 0.65 -2.71
H 2.04 1.83 -6.40
H 0.39 3.00 -3.30
H 1.34 3.45 -6.55
H -2.45 1.45 4.11

Atomic partial charges in e from the Löwdin method, atoms 1 to 6: Br 0.7063; Cl 0.5473; Cl 0.5478; Cl 0.4972; Cl 0.5912; Cl 0.5937